[1]
DFT (ωB97M-V with the def2-TZVPD basis set) results for a 6-piece molecular cluster, H13NO5 overall.

```
19
Properties=species:S:1:pos:R:3:forces:R:3:lowdin_charge:R:1
N -0.026869 -0.431274 2.434681 -0.23 0.04 -0.08 0.028
H -0.430484 -1.233285 1.956246 0.25 -0.07 -0.03 0.020
H 0.309284 -0.748790 3.335601 -0.12 0.00 0.04 0.026
H -0.818050 0.194724 2.567837 0.16 0.00 0.09 -0.005
H 0.976001 -2.967451 -0.506707 -0.27 -0.05 0.06 0.033
H 0.149358 -1.749739 -0.896857 0.03 -0.34 0.27 -0.002
O 0.104379 -2.573673 -0.367536 0.26 0.27 -0.18 -0.082
H 1.700886 -0.549211 -2.138214 -0.03 0.07 -0.13 0.071
H 1.350555 0.265332 -0.876387 0.04 -0.14 -0.02 0.026
O 0.951339 -0.207031 -1.641863 0.08 0.12 0.02 -0.076
H 2.020164 -0.561202 0.766180 0.03 0.18 0.25 0.034
H 1.507563 0.724461 1.339511 -0.06 -0.30 0.09 0.026
O 2.173679 0.393618 0.715213 0.03 0.01 -0.27 -0.080
H -2.141416 1.236017 0.468252 -0.04 0.24 0.12 0.043
H -2.335775 2.151925 1.710721 -0.01 0.06 -0.27 0.047
O -2.312394 1.236720 1.417763 -0.04 -0.18 0.09 -0.054
H -0.773807 0.750847 -2.170859 0.06 0.05 -0.24 -0.006
H -0.223663 1.906402 -2.947165 0.00 0.07 -0.06 0.026
O -1.062446 1.522248 -2.678435 -0.14 -0.04 0.23 -0.075
```
Forces are in eV/Å.

SMILES string: N.O.O.O.O.O
E, eV: -11939.1781
HOMO energy, hartree: -0.38205
Relative energy (zero: lowest compared OMol25 entry of this formula, charge and spin), kJ/mol: 67.25
Gap between HOMO and LUMO, eV: 10.79



[2]
DFT (ωB97M-V with the def2-TZVPD basis set) results for a 6-piece molecular cluster, H13NO5 overall at a distorted geometry.

```
19
Properties=species:S:1:pos:R:3:forces:R:3:lowdin_charge:R:1
N -1.946123 0.462030 -1.043183 0.03 -0.74 -0.44 0.023
H -1.950290 0.555717 -2.049266 -0.05 0.64 -0.27 0.026
H -2.425814 -0.443820 -0.960859 -0.23 0.83 0.70 0.038
H -2.436574 1.265129 -0.630317 0.11 -0.88 -0.19 0.053
H -1.245248 0.326580 1.932722 -1.50 -0.76 0.30 -0.014
H 0.041118 0.268902 1.217538 0.29 0.08 0.05 -0.019
O -0.430574 0.781538 1.881765 1.32 0.74 -0.17 -0.050
H 2.334565 3.108891 -0.239235 -0.44 0.60 2.27 -0.013
H 1.766951 1.850192 -1.089409 0.82 1.60 0.38 0.025
O 2.330225 2.674976 -1.050360 -0.40 -2.13 -2.82 -0.055
H -0.043723 0.183049 -1.730227 1.80 -0.21 -0.12 0.013
H 1.284271 -0.069656 -0.956088 -0.44 -0.15 -1.71 0.018
O 0.942678 0.020830 -1.900294 -1.18 0.27 2.25 -0.119
H -1.200855 -2.577331 1.842438 1.62 -1.11 0.68 0.015
H -1.175427 -1.585020 0.573453 0.85 -0.36 0.05 0.001
O -1.649504 -1.977043 1.301500 -2.48 1.52 -0.82 -0.022
H 2.291413 -1.450965 1.687522 -1.36 0.87 -2.49 0.118
H 1.699338 -2.149884 0.422024 0.11 0.92 0.14 0.061
O 1.813572 -1.244118 0.790285 1.13 -1.71 2.23 -0.101
```
Forces are in eV/Å.

SMILES string: N.O.O.O.O.O
E, eV: -11938.2325
HOMO energy, hartree: -0.39676
Relative energy (zero: lowest compared OMol25 entry of this formula, charge and spin), kJ/mol: 158.49
Gap between HOMO and LUMO, eV: 10.80



[3]
DFT (ωB97M-V with the def2-TZVPD basis set) results for a 7-piece molecular cluster, H13O6S overall at a distorted geometry.

```
20
Properties=species:S:1:pos:R:3:forces:R:3:lowdin_charge:R:1
S 1.025789 -0.633813 0.507171 0.12 -0.05 0.12 0.025
H 1.107030 -1.682145 -0.337507 -0.20 0.18 0.08 -0.376
H -0.021136 1.178508 -1.017784 0.46 -0.50 -0.24 -0.071
H -0.512299 2.224969 -1.996839 -0.17 0.16 -0.17 0.009
O 0.101289 1.491495 -1.934216 -0.19 0.20 0.28 -0.119
H -1.779142 0.353407 2.819013 0.08 0.02 -0.04 0.038
H -0.668077 0.337168 1.767765 0.70 -0.69 -0.41 -0.132
O -1.430278 0.837933 2.064467 -0.77 0.52 0.22 -0.105
H 3.436075 -0.977269 -2.992520 0.26 -0.05 0.09 0.038
H 4.058314 -0.719601 -1.666553 -0.22 0.33 1.08 0.007
O 4.278450 -1.056634 -2.521706 -0.14 -0.26 -1.08 -0.069
H -0.769885 -2.500415 1.498872 -0.01 0.06 -0.31 -0.030
H -0.739351 -3.632803 0.527415 1.05 -0.64 -1.16 -0.011
O -1.297363 -3.244116 1.164400 -0.88 0.51 1.46 -0.088
H 0.052908 2.787232 1.208713 -0.08 -0.15 -0.67 0.003
H 0.304317 4.202763 0.457413 -0.06 -0.64 -0.60 0.018
O 0.233946 3.724242 1.276812 0.11 0.76 1.34 -0.057
H -2.359790 -0.353888 0.345927 0.19 -0.77 -0.86 0.004
H -2.214965 -1.358171 -0.903326 0.96 0.09 0.05 0.007
O -2.805829 -0.978870 -0.267519 -1.22 0.92 0.86 -0.092
```
Forces are in eV/Å.

E, eV: -23333.2392
Total charge: -1
HOMO energy, hartree: -0.15644
Relative energy (zero: lowest compared OMol25 entry of this formula, charge and spin), kJ/mol: 116.79
Gap between HOMO and LUMO, eV: 7.58



[4]
DFT (ωB97M-V with the def2-TZVPD basis set) results for a 8-piece molecular cluster, H13O6S overall at a distorted geometry.

```
20
Properties=species:S:1:pos:R:3:forces:R:3:lowdin_charge:R:1
S -1.292417 3.113071 -3.564137 2.76 -2.20 1.09 -0.338
H 0.105344 1.961167 -2.952733 -2.45 2.23 -1.38 -0.105
H -1.172283 1.736485 -1.824627 -0.56 0.06 0.40 -0.180
H -2.459502 1.622060 -0.994163 0.12 0.14 -0.21 0.038
O -1.534706 1.352475 -0.976720 -0.06 -0.07 -0.06 -0.177
H 1.419406 0.467455 0.888205 -0.33 -0.07 0.44 0.007
H 1.592683 1.244163 2.205689 -0.02 0.05 0.18 0.052
O 1.276307 0.402632 1.870658 0.30 0.06 -0.32 -0.085
H -0.562825 0.091237 1.656987 0.03 0.07 0.06 0.008
H -1.519330 0.447554 0.498828 0.27 -0.51 0.47 0.013
O -1.435984 -0.135887 1.298588 -0.25 0.43 -0.39 -0.089
H 1.747894 -1.662278 1.719774 0.17 -0.13 -0.02 -0.012
H 0.862465 -2.688637 1.054878 0.25 -0.07 0.01 -0.015
O 1.795687 -2.544178 1.321966 -0.22 0.21 0.09 -0.106
H 0.745908 0.941522 -1.350957 0.05 -0.03 0.15 0.001
H 2.145117 0.279751 -1.210610 -0.05 -0.02 -0.16 0.069
O 1.320828 0.446346 -0.746919 0.13 0.00 -0.27 -0.042
H -1.162873 -1.733920 0.829444 0.09 -0.25 0.24 0.006
H -0.980410 -2.671900 -0.341671 0.10 -0.21 -0.02 0.047
O -0.891309 -2.669119 0.617522 -0.33 0.32 -0.30 -0.093
```
Forces are in eV/Å.

E, eV: -23332.1211
Total charge: -1
HOMO energy, hartree: -0.15318
Relative energy (zero: lowest compared OMol25 entry of this formula, charge and spin), kJ/mol: 224.67
Gap between HOMO and LUMO, eV: 7.09



[5]
DFT (ωB97M-V with the def2-TZVPD basis set) results for H14LiO7 as an isolated structure at a distorted geometry.

```
22
Properties=species:S:1:pos:R:3:forces:R:3:lowdin_charge:R:1
Li 0.213224 -0.086099 0.465321 -0.64 0.99 0.77 0.686
O 1.571677 1.599463 0.203801 3.85 -1.10 11.25 0.005
H 1.789602 2.433248 0.732701 -0.66 -1.77 -1.59 0.136
H 1.294192 1.749437 -0.564704 -3.24 2.77 -9.91 -0.110
O 0.964290 -1.665661 0.376962 -4.57 3.01 -5.08 -0.051
H 1.499006 -2.066331 0.916481 4.97 -3.78 4.20 -0.016
H 1.036513 -1.907271 -0.576854 0.94 -0.33 0.73 0.049
O 1.136256 -1.627012 -2.382067 0.89 -0.77 0.53 -0.034
H 0.756992 -0.805766 -2.048005 0.27 0.18 -0.71 -0.049
H 0.403600 -2.223212 -2.273561 -0.52 -0.81 -0.55 0.044
O -1.490079 2.082947 0.681312 -1.81 0.20 0.37 -0.142
H -2.394811 2.015911 1.207564 2.69 0.77 -2.26 0.126
H -1.491415 2.717808 -0.099955 -0.85 -1.06 1.95 0.073
O 0.472964 0.045068 2.592304 -0.21 -0.69 -0.65 -0.060
H 1.353162 -0.079499 2.954002 0.04 0.29 0.19 0.067
H 0.154434 0.913130 2.818830 0.05 0.52 0.39 0.046
O -0.305826 0.270830 -1.858287 -1.48 4.23 -1.44 -0.057
H -0.404088 1.122393 -2.419678 1.73 -1.10 1.36 0.157
H -1.181444 0.072206 -2.177043 -1.11 -1.80 0.53 0.081
O -1.575270 -1.192306 0.497588 6.02 -2.41 4.25 -0.049
H -2.328321 -1.224805 0.074392 -6.39 0.01 -3.43 -0.043
H -1.474657 -2.144478 0.878896 0.02 2.65 -0.89 0.142
```
Forces are in eV/Å.

E, eV: -14759.2004
Total charge: +1
HOMO energy, hartree: -0.54496
Relative energy (zero: lowest compared OMol25 entry of this formula, charge and spin), kJ/mol: 271.81
Gap between HOMO and LUMO, eV: 11.26



What did the second record say?
DFT (ωB97M-V with the def2-TZVPD basis set) results for a 6-piece molecular cluster, H13NO5 overall at a distorted geometry.

```
19
Properties=species:S:1:pos:R:3:forces:R:3:lowdin_charge:R:1
N -1.946123 0.462030 -1.043183 0.03 -0.74 -0.44 0.023
H -1.950290 0.555717 -2.049266 -0.05 0.64 -0.27 0.026
H -2.425814 -0.443820 -0.960859 -0.23 0.83 0.70 0.038
H -2.436574 1.265129 -0.630317 0.11 -0.88 -0.19 0.053
H -1.245248 0.326580 1.932722 -1.50 -0.76 0.30 -0.014
H 0.041118 0.268902 1.217538 0.29 0.08 0.05 -0.019
O -0.430574 0.781538 1.881765 1.32 0.74 -0.17 -0.050
H 2.334565 3.108891 -0.239235 -0.44 0.60 2.27 -0.013
H 1.766951 1.850192 -1.089409 0.82 1.60 0.38 0.025
O 2.330225 2.674976 -1.050360 -0.40 -2.13 -2.82 -0.055
H -0.043723 0.183049 -1.730227 1.80 -0.21 -0.12 0.013
H 1.284271 -0.069656 -0.956088 -0.44 -0.15 -1.71 0.018
O 0.942678 0.020830 -1.900294 -1.18 0.27 2.25 -0.119
H -1.200855 -2.577331 1.842438 1.62 -1.11 0.68 0.015
H -1.175427 -1.585020 0.573453 0.85 -0.36 0.05 0.001
O -1.649504 -1.977043 1.301500 -2.48 1.52 -0.82 -0.022
H 2.291413 -1.450965 1.687522 -1.36 0.87 -2.49 0.118
H 1.699338 -2.149884 0.422024 0.11 0.92 0.14 0.061
O 1.813572 -1.244118 0.790285 1.13 -1.71 2.23 -0.101
```
Forces are in eV/Å.

SMILES string: N.O.O.O.O.O
E, eV: -11938.2325
HOMO energy, hartree: -0.39676
Relative energy (zero: lowest compared OMol25 entry of this formula, charge and spin), kJ/mol: 158.49
Gap between HOMO and LUMO, eV: 10.80